(1)
154
Properties=species:S:1:pos:R:3 method="wB97M-V/def2-TZVPD" homo_lumo_gap_ev=7.62 mol_weight_g_mol=1324.13 e_homo_ev=-8.438 energy_ev=-138441.47344 largest_force_ha_per_bohr=0.0141
C -8.09915 1.03271 6.79539
C -6.66169 0.94726 7.23245
O -6.33373 1.09182 8.37754
O -5.74001 0.68496 6.25302
C -4.95652 1.82817 5.86683
C -5.19095 2.32044 4.42030
C -4.14557 1.78620 3.45761
C -2.88401 2.40368 3.50416
C -1.82917 1.95766 2.70772
C -2.00173 0.91261 1.80957
C -0.86594 0.58692 0.86417
N -0.52876 1.80549 0.09724
C -3.25217 0.28735 1.73963
C -3.41511 -0.83553 0.72973
C -2.69774 -2.10838 1.17933
O -2.60139 -3.08377 0.15522
C -1.58164 -2.78601 -0.75946
C -1.55300 -3.84934 -1.86589
F -2.24590 -4.94032 -1.47306
F -0.27971 -4.24199 -2.10489
C -2.20594 -3.40337 -3.20242
F -2.40388 -4.50482 -3.96027
F -3.40640 -2.86402 -2.91917
C -1.40581 -2.43183 -4.11888
F -0.22614 -2.97644 -4.45574
F -2.14921 -2.30137 -5.25330
C -1.11626 -0.99556 -3.64157
F -2.21132 -0.42389 -3.09390
F -0.12415 -1.00529 -2.72101
C -4.33457 0.71898 2.54835
P -5.87079 -0.24371 2.17057
N -7.02613 0.04490 3.40497
O -6.45167 0.79678 1.01303
C -0.49781 2.63961 2.85176
O 0.55155 2.04459 2.84903
C -0.56894 4.11457 3.11712
O 0.40863 4.90369 2.62290
C 1.47804 5.26887 3.52487
C 2.63420 4.28015 3.51703
C 3.74134 4.86591 4.41056
C 3.13335 4.01267 2.08548
C 3.45480 2.55458 1.70722
C 3.99566 1.71413 2.86318
C 4.48218 2.53730 0.54059
C -1.59720 4.56011 3.83597
C -2.58638 3.59684 4.37365
O -3.09104 3.79090 5.45999
H -8.70676 0.45820 7.49423
H -8.43337 2.06829 6.84811
H -8.24641 0.64251 5.79475
H -5.13260 2.64436 6.56725
H -3.91079 1.55089 5.97349
H -5.05080 3.40032 4.46129
H -6.20254 2.14690 4.08381
H 0.00910 0.29576 1.44287
H -1.12556 -0.22452 0.18943
H 0.22018 1.58705 -0.55229
H -1.32971 2.06368 -0.47215
H -4.45563 -1.11030 0.58680
H -3.06520 -0.47215 -0.23952
H -3.30286 -2.56588 1.96469
H -1.71159 -1.90718 1.61434
H -0.60035 -2.80201 -0.26984
H -1.74444 -1.79959 -1.19135
H -0.79157 -0.40506 -4.50209
H -7.19235 -0.79977 3.93813
H -7.89760 0.36623 2.99802
H -7.22480 0.38591 0.60513
H 1.81349 6.25761 3.20706
H 1.05603 5.36081 4.53032
H 2.29398 3.36545 4.00175
H 4.28276 5.66314 3.90148
H 4.44561 4.08075 4.68648
H 3.31636 5.24232 5.34545
H 4.03230 4.61434 1.92111
H 2.38024 4.36893 1.37907
H 2.55041 2.06944 1.33702
H 3.21868 1.52016 3.60683
H 4.84523 2.20171 3.34103
H 4.31054 0.74048 2.48721
H 4.20784 1.81889 -0.23101
H 5.45848 2.22147 0.90987
H 4.61244 3.52583 0.09681
H -1.69731 5.60691 4.09445
O -6.31872 2.85334 -7.28215
N -5.92019 2.26141 -8.26111
O -6.37152 2.40176 -9.38352
C -4.81681 1.30203 -8.08465
C -4.30826 1.09965 -6.81566
C -3.28187 0.18398 -6.64908
C -2.77464 -0.50838 -7.74313
C -3.29898 -0.27950 -9.00925
C -4.32905 0.62898 -9.18879
H -4.70967 1.64350 -5.97361
H -2.88827 0.01234 -5.66023
H -1.97887 -1.22892 -7.61336
H -2.90442 -0.81328 -9.86295
H -4.74254 0.81087 -10.16931
O 4.96577 -1.21481 0.78142
N 6.15392 -0.97937 0.66798
O 6.60999 0.02844 0.16989
C 7.10129 -1.99482 1.16110
C 6.59918 -3.15820 1.71202
C 7.48351 -4.11933 2.17626
C 8.85152 -3.89823 2.07589
C 9.33739 -2.72010 1.52321
C 8.45874 -1.75433 1.05851
H 5.53077 -3.29973 1.77549
H 7.11346 -5.03562 2.61153
H 9.54256 -4.64912 2.43649
H 10.40379 -2.55019 1.45405
H 8.82040 -0.83151 0.62847
O 7.56801 1.07160 3.15716
N 8.31675 0.27471 3.68474
O 7.96032 -0.67045 4.35847
C 9.76337 0.45439 3.47241
C 10.19780 1.52976 2.72016
C 11.56038 1.69464 2.52634
C 12.45779 0.79097 3.08022
C 11.99694 -0.28511 3.82812
C 10.63712 -0.46042 4.03006
H 9.48532 2.22064 2.29421
H 11.92078 2.53082 1.94295
H 13.52074 0.92616 2.92912
H 12.69720 -0.98902 4.25688
H 10.26068 -1.29171 4.60763
O 6.53471 -5.70047 4.59223
N 5.74010 -6.18368 5.37933
O 6.04779 -6.87045 6.32931
C 4.30929 -5.91270 5.16351
C 3.93064 -5.15124 4.07455
C 2.58287 -4.90523 3.86967
C 1.64147 -5.41962 4.75110
C 2.04461 -6.17850 5.84259
C 3.38977 -6.43158 6.05671
H 4.67605 -4.75581 3.40228
H 2.26988 -4.31094 3.02210
H 0.58914 -5.22822 4.58757
H 1.30986 -6.57509 6.52961
H 3.71854 -7.01936 6.90039
O -8.71588 -0.84834 -16.06865
N -7.87935 -0.54962 -15.24085
O -6.69097 -0.77931 -15.34517
C -8.33812 0.13882 -14.02103
C -9.68921 0.38441 -13.86105
C -10.11374 1.02084 -12.70541
C -9.19168 1.39955 -11.73821
C -7.83776 1.14845 -11.92079
C -7.40325 0.51118 -13.07275
H -10.39257 0.08405 -14.62304
H -11.16687 1.21991 -12.56068
H -9.52670 1.89454 -10.83597
H -7.12859 1.44831 -11.16376
H -6.35542 0.30616 -13.23423

(2)
153
Properties=species:S:1:pos:R:3 method="wB97M-V/def2-TZVPD" homo_lumo_gap_ev=6.88 mol_weight_g_mol=1761.55 total_charge=+1 e_homo_ev=-10.461 energy_ev=-164218.45502 largest_force_ha_per_bohr=0.1455
C 2.94475 3.31779 1.72218
C 3.51831 2.37579 2.86179
I 4.43873 3.53807 4.53374
C 3.36348 0.93200 2.74310
I 4.15216 0.21937 4.76125
C 2.76458 -0.08464 1.66259
C 3.90297 -1.31977 1.85291
O 5.30574 -0.85291 1.76241
C 6.24984 -1.94243 2.02685
O 7.39784 -1.35162 2.75400
C 8.19409 -0.46250 1.89616
C 9.17438 -1.33365 0.90469
O 9.52685 -2.60417 1.57134
C 1.45682 -0.70698 2.47663
C 1.29143 -2.31523 2.56491
O -0.02367 -2.66703 3.19772
C -0.26129 -4.09354 3.23095
F -0.64345 -4.43339 4.65377
F -1.52961 -4.33714 2.44766
F 0.84593 -4.99233 2.88029
C 0.26935 0.21342 1.90150
P -1.31152 0.36908 2.98476
N -1.03924 -0.13236 4.53698
C -0.00436 0.11121 0.25120
C -0.68909 -1.35071 0.16857
C -1.67612 -1.83668 -0.99906
C -2.14012 -3.39184 -0.56467
F -3.37636 -3.69665 0.19959
C -1.16329 -4.47924 -0.97652
F -0.70095 -5.57067 -0.07712
F -0.55391 -4.49414 -2.35953
B -1.20833 1.28171 0.29253
N -0.98276 2.75911 0.69961
O -2.64870 1.01518 0.02027
N 1.21089 0.41871 -0.61329
N 1.42019 -0.44065 -1.67395
C 1.01086 1.65106 -1.46069
I 1.77050 3.73906 -1.39825
C 0.10017 1.68499 -2.69457
C -0.86836 0.49304 -3.19028
I -0.10160 3.48570 -4.01828
C 2.58318 0.12709 0.05602
C 3.94837 0.67592 -0.72101
F 4.88924 1.46290 0.09994
F 3.88254 1.40132 -1.96361
C 4.89191 -0.59330 -1.31328
F 4.57225 -0.87313 -2.76377
F 6.34722 -0.22133 -1.19283
H 1.92566 2.89736 1.37141
H 3.73445 3.55770 0.89946
H 2.66819 4.39066 2.17863
H 3.79283 -2.20285 1.10159
H 3.89072 -1.85895 2.88007
H 6.61811 -2.45005 1.01722
H 5.84299 -2.81109 2.69990
H 8.90027 0.15829 2.62873
H 7.58185 0.33111 1.29239
H 8.54893 -1.55951 -0.07656
H 10.13738 -0.71044 0.66464
H 10.52730 -2.52503 1.76159
H 1.46192 -0.39793 3.63976
H 1.51206 -2.91005 1.58364
H 2.03600 -2.78576 3.37658
H 0.70548 1.31819 2.03930
H -2.40876 -0.44369 2.45049
H -1.74685 1.76124 3.17756
H -1.21904 0.67994 5.19828
H -1.22400 -1.74113 1.15088
H 0.24184 -2.09608 0.03848
H -2.67876 -1.27174 -1.16418
H -1.13389 -2.02433 -2.04614
H -1.71798 3.05772 1.39321
H -1.15122 3.35188 -0.15892
H -3.11996 1.25368 0.88240
H 0.88997 -1.24484 -1.85195
H 2.02168 -0.16974 -2.43229
H -1.35846 0.78839 -4.24005
H -1.83376 0.44734 -2.49013
H -0.40765 -0.54451 -3.44295
H 2.69870 -1.06455 -0.23675
H 4.73258 -1.59450 -0.75893
F -4.27087 0.18087 1.64076
C -5.56357 0.52322 1.56113
C -6.34344 0.52360 2.71241
C -7.68819 0.88496 2.63082
C -8.24125 1.23170 1.39564
C -7.45149 1.22337 0.24493
C -6.10423 0.87282 0.32874
H -5.89863 0.24331 3.66164
H -8.30448 0.89596 3.52637
H -9.29125 1.50917 1.33174
H -7.88517 1.48965 -0.71597
H -5.47371 0.86965 -0.55419
F -10.65142 -0.45599 2.71877
C -10.67113 -1.78177 2.90989
C -11.89165 -2.44121 3.00541
C -11.91265 -3.82236 3.19926
C -10.71153 -4.52776 3.30646
C -9.49157 -3.85609 3.21433
C -9.47095 -2.47675 3.00932
H -12.81441 -1.87553 2.92812
H -12.86165 -4.34838 3.26748
H -10.72839 -5.60435 3.46213
H -8.55803 -4.40664 3.30218
H -8.53166 -1.94010 2.92642
F -3.28193 -1.26269 -3.86880
C -3.52004 -1.68016 -5.11926
C -3.56091 -3.04363 -5.38929
C -3.81389 -3.47879 -6.69014
C -4.01255 -2.54443 -7.70959
C -3.96455 -1.17799 -7.42948
C -3.72268 -0.74334 -6.12655
H -3.39597 -3.75461 -4.58632
H -3.85562 -4.54266 -6.91012
H -4.20540 -2.88426 -8.72492
H -4.11539 -0.45262 -8.22534
H -3.69087 0.31491 -5.88945
F 6.36896 5.81656 5.24862
C 6.10565 7.03904 4.76819
C 5.31633 7.17194 3.63110
C 5.03767 8.44486 3.13350
C 5.56108 9.57131 3.77298
C 6.35646 9.42727 4.91076
C 6.62563 8.15494 5.41450
H 4.92539 6.28520 3.14293
H 4.41518 8.55986 2.24963
H 5.34717 10.56372 3.38192
H 6.76612 10.30524 5.40438
H 7.23458 8.02519 6.30302
F -3.83104 3.03982 -5.50254
C -4.09435 4.26230 -5.98298
C -4.88367 4.39519 -7.12006
C -5.16233 5.66811 -7.61766
C -4.63892 6.79456 -6.97819
C -3.84354 6.65053 -5.84040
C -3.57437 5.37819 -5.33667
H -5.27461 3.50846 -7.60824
H -5.78482 5.78311 -8.50154
H -4.85283 7.78698 -7.36924
H -3.43388 7.52850 -5.34679
H -2.96542 5.24844 -4.44814
F 4.61459 -5.22735 0.66405
C 5.51950 -5.74919 -0.17466
C 5.09671 -6.30953 -1.37504
C 6.03907 -6.84837 -2.25094
C 7.39409 -6.83059 -1.91127
C 7.80802 -6.27043 -0.70180
C 6.86661 -5.72172 0.16866
H 4.03927 -6.32187 -1.61817
H 5.71953 -7.28180 -3.19539
H 8.12831 -7.25500 -2.59273
H 8.86276 -6.26143 -0.43774
H 7.17175 -5.27427 1.10877